No. 1
Computed, not measured: an isolated molecule of C7H14, with ωB97M-V/def2-TZVPD.

Cartesian coordinates (Å):
C 0.821 0.270 1.627
C 0.519 0.236 0.118
C 1.331 -0.877 -0.594
C 0.962 1.571 -0.495
C -1.011 0.168 -0.045
C -1.902 -0.975 0.358
C -1.762 -0.599 -1.094
H 0.429 1.197 2.064
H 0.356 -0.570 2.158
H 1.901 0.239 1.821
H 1.982 -0.431 -1.358
H 1.989 -1.412 0.099
H 0.715 -1.618 -1.114
H 0.447 2.410 -0.020
H 2.043 1.713 -0.373
H 0.738 1.588 -1.568
H -1.450 1.140 0.183
H -1.459 -1.914 0.684
H -2.833 -0.730 0.866
H -2.597 -0.111 -1.590
H -1.218 -1.294 -1.728

E_HOMO = -10.1 eV

Atom charges from the Löwdin analysis, given in e for atoms 1 to 4: -0.060 -0.560 -0.033 -0.077


No. 2
Computed, not measured: a structure of composition C22H31ClIrN7O2PS2Se, with ωB97M-V/def2-TZVPD.

Cartesian coordinates (Å):
Ir -0.290 -0.165 0.388
Se 3.310 -2.227 6.771
N 3.516 -2.728 5.079
C 2.584 -2.123 4.402
C 2.407 -2.278 2.949
C 3.214 -3.109 2.180
C 2.954 -3.193 0.834
C 1.922 -2.435 0.296
N 1.150 -1.615 1.019
C 1.395 -1.566 2.332
C 0.506 -0.694 3.092
N -0.434 -0.066 2.374
C -1.286 0.743 3.013
C -1.227 0.950 4.384
C -0.262 0.306 5.121
C 0.624 -0.539 4.459
C 1.698 -1.269 5.151
N 1.912 -1.185 6.431
H 4.014 -3.665 2.652
H 3.533 -3.837 0.186
H 1.710 -2.498 -0.753
H -2.024 1.223 2.399
H -1.934 1.621 4.851
H -0.172 0.435 6.192
C -1.107 5.094 1.542
C -2.339 4.220 1.496
O -2.610 3.731 0.162
P -2.058 2.371 -0.437
S -0.069 2.197 -0.207
S -2.877 2.137 -2.187
O -2.594 1.220 0.596
C -3.956 0.721 0.522
C -4.993 1.761 0.880
H -1.042 5.573 2.521
H -1.173 5.873 0.782
H -0.202 4.516 1.372
H -3.225 4.790 1.759
H -2.260 3.370 2.178
H -3.974 -0.114 1.223
H -4.123 0.344 -0.487
H -4.805 2.181 1.871
H -5.982 1.296 0.887
H -5.003 2.570 0.151
C -3.739 -1.311 -2.992
N -2.343 -1.380 -2.531
C -2.053 -2.299 -1.419
C -1.435 -0.546 -2.986
N -0.292 -0.265 -2.181
N -1.505 0.003 -4.187
C -2.154 -0.657 -5.324
C -0.823 1.262 -4.536
H -4.369 -1.542 -2.138
H -3.965 -2.020 -3.785
H -3.955 -0.297 -3.317
H -2.992 -2.617 -0.978
H -1.449 -1.784 -0.659
H -1.518 -3.185 -1.765
H -0.057 0.726 -2.259
H -2.275 -1.716 -5.128
H -1.487 -0.546 -6.176
H -3.115 -0.210 -5.570
H 0.128 1.061 -5.026
H -0.688 1.890 -3.661
H -1.476 1.805 -5.217
Cl 1.445 -1.125 -4.159
C 0.847 -1.106 -2.463
H 1.669 -0.754 -1.853
H 0.601 -2.137 -2.245

net charge = +1
E_HOMO (spin up / spin down) = -9.2 / -9.2 eV

Atom charges from the Löwdin analysis, given in e for atoms 1 to 4: 0.726 1.165 -0.213 -0.334


| no. | largest force on an atom (eV Å⁻¹) |
| --- | --- |
| 1 | 0.3 |
| 2 | 1.5 |